This record from the Open Molecules 2025 dataset describes C30H61B3N2O9 as an isolated structure. The level of theory is ωB97M-V with the def2-TZVPD basis set.

ORCA input file:
```
! wB97M-V def2-TZVPD RIJCOSX def2/J DEFGRID3
* xyz 0 1
O 2.24 1.58 -1.52
O 6.40 -5.35 -2.54
O -2.53 4.23 1.47
O 4.37 0.88 -2.62
O -5.13 3.59 4.87
O 7.47 -2.36 -5.79
O 4.25 2.99 -1.39
O 0.54 5.66 -0.22
O -5.04 -0.14 7.44
N -3.18 1.39 5.42
N 5.07 -2.96 -4.09
C -2.77 -0.96 -1.49
C -1.73 1.94 1.12
C -1.75 -4.35 -0.65
C -2.66 3.02 0.76
C -4.20 3.06 3.93
C -5.84 1.01 7.24
C -2.51 -2.61 1.18
C 7.00 -3.07 -6.92
C -3.69 1.47 -1.03
C -4.54 4.51 5.79
C -2.74 0.40 -0.68
C -1.51 -1.85 -1.21
C -3.95 1.58 4.20
C 7.43 -5.09 -3.48
C -2.61 -0.48 -3.02
C -3.13 0.00 5.88
C -0.28 4.70 0.47
C 1.82 5.03 -0.37
C -1.79 0.69 0.38
C 5.97 -1.81 -3.96
C -1.75 5.18 0.73
C 4.69 -3.57 -2.82
C 1.96 4.19 -1.71
C -0.07 -2.93 0.60
C -4.18 -1.68 -1.45
C 6.54 -1.39 -5.30
C -3.61 2.74 -0.29
C -1.55 -2.89 -0.02
C 5.81 -4.19 -1.97
C -4.45 -0.67 6.27
B 2.85 2.86 -1.52
B 3.07 0.59 -2.10
B 4.93 1.78 -1.67
H -4.42 1.31 -1.86
H 2.60 5.84 -0.38
H -2.47 -0.02 6.75
H 6.64 -2.40 -7.70
H -4.87 -1.10 -2.13
H -2.42 -1.59 1.64
H -3.40 1.15 3.35
H -3.97 5.28 5.26
H 5.95 1.49 -1.14
H -0.62 -1.18 -1.05
H -5.35 4.99 6.34
H 7.84 -3.65 -7.32
H -4.93 1.09 4.26
H 3.97 -4.36 -3.05
H -0.07 -2.17 1.42
H -3.56 0.03 -3.35
H -2.64 -0.60 5.10
H -4.21 -1.72 6.51
H -3.90 3.99 6.50
H 0.69 -2.65 -0.18
H 0.15 4.39 1.47
H 2.07 4.34 0.48
H -5.17 -0.71 5.45
H 7.02 -5.02 -4.49
H -2.75 -4.50 -1.11
H 5.35 -4.53 -1.04
H 0.95 3.86 -2.05
H -4.64 -1.61 -0.43
H 7.10 -0.46 -5.17
H 5.42 -0.97 -3.52
H 6.21 -3.77 -6.64
H -0.93 -4.45 -1.42
H 2.74 -0.55 -2.14
H 5.52 -3.66 -4.66
H -3.59 1.95 6.16
H -6.61 1.04 8.01
H -5.24 1.92 7.35
H -1.28 -2.42 -2.15
H 7.99 -4.19 -3.24
H -0.99 2.10 1.94
H -2.24 5.41 -0.26
H 6.58 -3.47 -1.68
H -1.06 -0.10 0.66
H -4.08 -2.73 -1.82
H 2.47 4.79 -2.50
H -1.67 6.13 1.34
H 4.16 -2.83 -2.22
H 0.20 -3.93 1.03
H -6.33 1.01 6.26
H -1.79 0.29 -3.13
H -0.28 3.76 -0.15
H -1.49 -5.10 0.14
H 5.74 -1.19 -6.03
H 8.12 -5.94 -3.47
H -2.47 -1.35 -3.71
H -3.58 -2.87 0.93
H -4.67 3.16 2.94
H -3.27 3.62 3.90
H 6.81 -2.04 -3.30
H -2.23 -3.34 2.00
H -4.33 3.53 -0.62
*
```

Output
Gap between HOMO and LUMO in eV: 8.7
LUMO in eV: 0.2
HOMO in eV: -8.51